ORCA calculation (wB97M-V/def2-TZVPD) on C4H7N3 in the gas phase.

Computed properties:
E_LUMO = 0.0320 Ha
orbital gap = 9.36 eV
M = 97.121 Da
electronic energy = -320.79212 Eh

Atoms and positions in Å:
N (-2.455, -0.397, -0.186)
C (-1.103, -0.091, -0.027)
C (0.004, -0.872, -0.008)
C (1.135, 0.064, 0.038)
N (2.433, -0.331, 0.452)
C (0.655, 1.441, 0.150)
N (-0.705, 1.241, 0.046)
H (-2.642, -1.388, -0.103)
H (-3.064, 0.118, 0.440)
H (0.046, -1.954, -0.012)
H (3.035, 0.482, 0.528)
H (2.854, -1.008, -0.175)
H (1.153, 0.696, -1.010)
H (-1.346, 2.001, -0.132)

Atoms 1-6, force components in eV/Å:
N 0.06 -0.05 0.15
C 0.20 0.04 0.01
C -0.09 0.10 -0.03
C -0.12 0.06 0.10
N 0.04 0.10 -0.19
C -0.24 -0.35 0.06



ORCA calculation (wB97M-V/def2-TZVPD) on 2 unconnected molecules or ions with the total composition C7H7ClNO3P at a distorted geometry.

Computed properties:
E_LUMO (spin up / spin down) = -0.0032 / -0.1075 Ha
orbital gap (spin up / spin down) = 7.35 / 6.87 eV
<S²> = 2.01
multiplicity = 3
M = 219.564 Da
electronic energy = -1352.79708 Eh

Atoms and positions in Å:
C (-0.826, -1.389, 1.345)
C (-1.526, -0.861, 0.283)
C (0.482, -0.975, 1.503)
C (-0.939, 0.057, -0.589)
C (1.053, 0.025, 0.663)
C (0.343, 0.492, -0.388)
C (1.015, 1.353, -1.405)
N (-0.230, -0.990, -3.582)
O (-0.925, -0.345, -4.285)
O (-0.177, -2.116, -3.241)
O (2.340, 1.210, -3.807)
P (1.687, 0.357, -2.826)
Cl (2.810, -1.207, -2.180)
H (-1.135, -2.243, 1.922)
H (-2.566, -1.126, 0.122)
H (1.062, -1.249, 2.403)
H (-1.645, 0.669, -1.240)
H (2.137, 0.234, 0.673)
H (0.177, 1.768, -1.867)
H (1.714, 2.138, -1.221)

Atoms 1-6, force components in eV/Å:
C 1.25 -0.49 -0.47
C -0.66 0.31 -0.70
C 1.30 1.72 0.81
C -2.79 1.07 0.13
C 0.98 -2.30 1.35
C 1.28 0.58 -0.47



ORCA calculation (wB97M-V/def2-TZVPD) on C4H7FOS in the gas phase at a distorted geometry.

Computed properties:
E_LUMO = 0.0259 Ha
SMILES = C/C(=C/SF)CO
orbital gap = 8.85 eV
M = 122.164 Da
electronic energy = -729.83625 Eh

Atoms and positions in Å:
C (1.500, -0.603, 0.932)
C (0.294, -0.076, 0.146)
C (-0.321, -0.925, -0.700)
S (-1.619, -0.481, -1.708)
F (-1.607, -1.798, -2.715)
C (-0.223, 1.341, 0.229)
O (-1.624, 1.508, 0.144)
H (2.331, 0.043, 0.798)
H (1.735, -1.629, 0.652)
H (1.253, -0.522, 1.942)
H (0.029, -1.857, -0.917)
H (0.211, 1.924, 1.058)
H (0.062, 1.777, -0.805)
H (-2.022, 1.297, 0.944)

Atoms 1-6, force components in eV/Å:
C -1.32 0.52 -1.52
C -0.30 -1.44 -0.20
C 0.12 2.86 0.93
S -1.29 -0.01 -0.80
F 0.25 0.44 0.41
C 1.09 0.75 -1.98



ORCA calculation (wB97M-V/def2-TZVPD) on 2 unconnected molecules or ions with the total composition C4H12OS at a distorted geometry.

Computed properties:
E_LUMO (spin up / spin down) = -0.2051 / -0.3264 Ha
orbital gap (spin up / spin down) = 9.66 / 6.33 eV
<S²> = 0.75
multiplicity = 2
M = 108.206 Da
net charge = +1
electronic energy = -632.58467 Eh

Atoms and positions in Å:
C (-1.797, 1.515, -0.631)
C (-0.229, 1.452, -0.295)
C (0.289, -0.042, -0.693)
C (-0.488, -1.078, 0.142)
S (0.502, -2.712, -0.020)
H (-2.356, 2.529, -0.556)
H (-2.304, 0.906, 0.193)
H (-2.226, 0.982, -1.565)
H (0.429, 2.243, -0.876)
H (-0.243, 1.722, 0.814)
H (0.101, -0.375, -1.759)
H (1.303, 0.146, -0.495)
H (-0.517, -0.735, 1.243)
H (-1.397, -1.531, -0.404)
H (1.198, -3.597, 0.749)
H (3.218, -0.039, 1.199)
H (2.072, -1.144, 1.355)
O (2.445, -0.240, 1.600)

Atoms 1-6, force components in eV/Å:
C -1.68 -0.37 0.43
C -1.89 0.77 -1.41
C -2.07 0.88 -0.83
C 0.44 0.35 2.11
S -0.01 -0.55 -2.33
H 1.48 -1.48 -0.20



ORCA calculation (wB97M-V/def2-TZVPD) on a molecular structure, C30H39GeN4O2PPdSe at a distorted geometry.

Computed properties:
E_LUMO = -0.0789 Ha
orbital gap = 4.29 eV
M = 776.632 Da
electronic energy = -6483.55718 Eh

Atoms and positions in Å:
Pd (1.124, -0.606, 0.087)
N (3.276, -0.130, 0.171)
C (3.956, -0.036, 1.482)
C (2.960, 0.377, 2.563)
C (2.039, -0.802, 2.891)
O (2.478, -1.710, 3.598)
O (0.868, -0.783, 2.353)
H (3.823, -0.688, -0.474)
H (3.131, 0.790, -0.242)
H (4.797, 0.661, 1.426)
H (4.354, -1.022, 1.728)
H (2.372, 1.223, 2.207)
H (3.490, 0.669, 3.471)
N (1.109, 1.234, -0.861)
P (0.019, 2.177, -0.265)
C (-0.326, 3.579, -1.372)
C (-0.023, 3.416, -2.720)
C (-0.253, 4.450, -3.617)
C (-0.784, 5.652, -3.170)
C (-1.077, 5.826, -1.823)
C (-0.844, 4.794, -0.926)
C (-1.595, 1.469, 0.182)
C (-2.787, 2.110, -0.054)
C (-3.972, 1.643, 0.514)
C (-3.979, 0.493, 1.313)
C (-2.826, -0.203, 1.504)
C (-1.537, 0.209, 0.945)
C (0.504, 3.019, 1.285)
C (1.749, 3.647, 1.270)
C (2.218, 4.309, 2.392)
C (1.447, 4.347, 3.548)
C (0.207, 3.730, 3.572)
C (-0.267, 3.074, 2.442)
H (0.411, 2.478, -3.047)
H (-0.012, 4.319, -4.664)
H (-0.960, 6.460, -3.869)
H (-1.477, 6.769, -1.471)
H (-1.055, 4.939, 0.128)
H (-2.809, 3.016, -0.645)
H (-4.893, 2.185, 0.342)
H (-4.908, 0.152, 1.753)
H (-2.824, -1.112, 2.096)
H (-0.817, 0.308, 1.795)
H (2.355, 3.598, 0.372)
H (3.188, 4.790, 2.370)
H (1.815, 4.856, 4.430)
H (-0.393, 3.751, 4.473)
H (-1.241, 2.598, 2.478)
C (1.364, -3.993, 1.987)
N (1.087, -4.832, 0.824)
C (0.632, -6.132, 0.882)
C (0.588, -6.600, -0.380)
N (1.016, -5.577, -1.203)
C (1.144, -5.684, -2.643)
C (1.321, -4.487, -0.458)
Se (1.942, -2.858, -1.098)
H (0.969, -4.492, 2.867)
H (0.904, -3.015, 1.887)
H (2.434, -3.847, 2.103)
H (0.389, -6.603, 1.818)
H (0.291, -7.558, -0.769)
H (1.785, -6.529, -2.891)
H (1.592, -4.766, -3.013)
H (0.162, -5.816, -3.096)
C (-1.604, -3.274, -2.054)
Ge (-1.754, -1.365, -1.619)
C (-1.042, -0.310, -3.095)
C (-3.708, -1.090, -1.571)
C (-0.872, -0.962, 0.111)
H (-2.439, -3.554, -2.701)
H (-1.648, -3.891, -1.153)
H (-0.669, -3.476, -2.570)
H (-1.519, -0.621, -4.028)
H (0.035, -0.449, -3.171)
H (-1.236, 0.752, -2.945)
H (-4.116, -1.519, -2.488)
H (-3.987, -0.036, -1.533)
H (-4.167, -1.602, -0.723)
H (-0.926, -1.840, 0.762)

Atoms 1-6, force components in eV/Å:
Pd 0.55 -0.21 -0.45
N -0.23 0.09 0.10
C -0.16 -0.08 0.04
C 0.04 -0.04 -0.08
C -0.40 -0.08 0.01
O 0.09 0.02 0.02



ORCA calculation (wB97M-V/def2-TZVPD) on a molecular structure, C10H5F3IrN2O7S2.

Computed properties:
E_LUMO = 0.0768 Ha
orbital gap = 7.42 eV
M = 578.502 Da
net charge = -1
electronic energy = -2220.74151 Eh

Atoms and positions in Å:
Ir (0.161, 0.303, -0.299)
O (-0.200, -0.261, 3.832)
C (-0.314, -0.291, 2.515)
O (0.377, 0.410, 1.801)
C (-1.327, -1.278, 1.997)
O (-1.753, -0.989, 0.697)
C (-2.843, -0.052, 0.617)
C (-2.432, 1.428, 0.644)
O (-3.201, 2.212, 1.177)
O (-1.347, 1.734, 0.025)
H (0.516, 0.356, 4.055)
H (-2.157, -1.342, 2.706)
H (-0.813, -2.244, 1.969)
H (-3.567, -0.248, 1.408)
H (-3.290, -0.242, -0.357)
S (1.745, -1.373, -0.309)
C (2.965, -0.169, -0.068)
S (2.184, 1.343, -0.349)
C (4.273, -0.376, 0.303)
C (4.759, -1.694, 0.534)
N (5.150, -2.760, 0.732)
C (5.161, 0.720, 0.489)
N (5.873, 1.614, 0.642)
F (-2.870, 0.270, -4.349)
C (-1.612, 0.639, -4.089)
F (-1.544, 1.970, -4.218)
F (-0.827, 0.099, -5.041)
C (-1.160, 0.169, -2.690)
O (-0.088, 0.725, -2.277)
O (-1.817, -0.671, -2.098)

Atoms 1-6, force components in eV/Å:
Ir -0.10 0.75 0.51
O 0.02 0.00 -0.05
C -0.08 -0.01 0.03
O -0.02 -0.35 -0.03
C -0.02 -0.08 0.09
O 0.20 0.17 -0.10